[1]
Computed, not measured: a single C20H19F2N3O5 molecule, with wB97M-V/def2-TZVPD.

Geometry as XYZ:
```
49
C20H19F2N3O5, DFT wB97M-V/def2-TZVPD
C 5.71 -2.49 0.64
H 5.29 -3.47 0.85
H 5.95 -2.44 -0.42
H 6.63 -2.39 1.20
C 4.77 -1.35 1.01
N 3.63 -1.26 0.10
C 3.25 -0.03 -0.33
O 4.04 0.91 -0.30
C 1.87 0.15 -0.80
C 1.38 1.43 -1.01
O 2.14 2.51 -0.94
H 3.06 2.25 -0.71
C -0.04 1.67 -1.33
O -0.46 2.81 -1.51
C -0.83 0.46 -1.41
C -0.26 -0.76 -1.19
N 1.03 -0.94 -0.90
C 1.59 -2.26 -0.82
H 2.04 -2.53 -1.78
C 2.67 -2.34 0.25
O 2.10 -2.31 1.53
C 3.09 -2.51 2.53
C 4.20 -1.46 2.44
H 5.00 -1.71 3.14
H 3.79 -0.49 2.72
H 2.57 -2.44 3.48
H 3.51 -3.52 2.42
H 3.22 -3.29 0.12
H 0.80 -2.97 -0.57
H -0.89 -1.64 -1.27
C -2.30 0.46 -1.71
O -2.93 -0.58 -1.75
N -2.83 1.67 -1.94
C -4.25 1.85 -2.17
C -4.98 1.97 -0.85
C -5.24 3.20 -0.27
C -5.85 3.33 0.96
C -6.19 2.17 1.63
C -5.94 0.92 1.10
C -5.34 0.83 -0.14
H -5.12 -0.14 -0.57
H -6.23 0.04 1.66
F -6.78 2.27 2.84
H -6.04 4.30 1.39
F -4.91 4.33 -0.94
H -4.61 0.97 -2.70
H -4.39 2.74 -2.77
H -2.22 2.48 -1.83
H 5.31 -0.41 0.90
```

The calculation puts the molecular weight at 419.38 g/mol. Its SMILES is C[C@@H]1CCO[C@H]2Cn3cc(C(=O)NCc4ccc(F)cc4F)c(=O)c(O)c3C(=O)N12. Its HOMO-LUMO gap is 8.46 eV. The calculation puts the strongest force on any atom at 0.9 eV/A.

***

[2]
Computed, not measured: a molecular structure, C20H19F7N4O6PPtS4 at a distorted geometry, with wB97M-V/def2-TZVPD.

Geometry as XYZ:
```
62
C20H19F7N4O6PPtS4, DFT wB97M-V/def2-TZVPD
Pt 0.44 0.87 0.33
C -0.74 4.21 3.11
C -0.04 3.25 2.21
S -0.87 2.40 1.08
C 1.39 3.06 2.29
C 2.24 3.85 3.23
S 2.06 1.97 1.25
H -1.78 4.34 2.82
H -0.24 5.18 3.14
H -0.71 3.79 4.12
H 1.89 3.65 4.24
H 2.14 4.92 3.04
H 3.28 3.57 3.15
O -4.18 0.38 -0.31
C -4.22 0.24 -1.64
C -5.48 0.15 -2.23
C -5.60 -0.03 -3.59
C -4.47 -0.13 -4.40
C -3.22 -0.03 -3.83
C -3.07 0.18 -2.45
C -1.74 0.32 -1.87
O -1.58 0.48 -0.64
N -0.69 0.26 -2.76
N 0.47 0.51 -2.22
C 1.48 -0.07 -2.84
S 1.26 -1.40 -3.91
C 3.02 -1.84 -3.86
C 3.81 -0.55 -3.84
S 3.07 0.47 -2.54
H -3.26 0.29 -0.02
H -6.35 0.20 -1.58
H -6.58 -0.11 -4.03
H -4.57 -0.29 -5.46
H -2.33 -0.12 -4.43
H 3.25 -2.45 -4.74
H 3.19 -2.42 -2.96
H 3.73 -0.02 -4.79
H 4.86 -0.71 -3.60
F 0.02 -1.81 -0.39
P -1.11 -3.04 -0.38
F -0.38 -3.65 0.94
F -2.19 -4.21 -0.35
F -2.02 -2.12 0.59
F -0.13 -3.90 -1.32
F -1.80 -2.38 -1.68
F -1.37 0.02 3.40
C -0.07 -0.30 3.40
C 0.40 -1.29 2.63
N 1.73 -1.61 2.60
C 2.23 -2.44 1.50
C 2.48 -1.63 0.22
O 3.00 -2.17 -0.73
O 2.22 -0.34 0.30
C 2.66 -0.94 3.37
O 3.85 -1.14 3.34
N 2.11 0.06 4.17
C 0.80 0.50 4.22
O 0.48 1.48 4.88
H -0.26 -1.90 2.02
H 1.51 -3.23 1.30
H 3.19 -2.87 1.79
H 2.78 0.56 4.74
```

Its expectation value of S² is 0.76. As for the spin multiplicity: 2. The calculation puts the molecular weight at 898.70 g/mol. Its HOMO-LUMO gap (alpha / beta) is 5.09 / 5.38 eV. The calculation puts the strongest force on any atom at 1.3 eV/A.

***

[3]
Computed, not measured: a single C20H19FN2OS molecule, with wB97M-V/def2-TZVPD.

Geometry as XYZ:
```
44
C20H19FN2OS, DFT wB97M-V/def2-TZVPD
F 6.88 0.52 0.11
C 5.56 0.79 0.23
C 5.05 1.91 -0.39
C 3.70 2.18 -0.26
C 2.89 1.33 0.48
C 3.42 0.20 1.09
C 4.77 -0.07 0.96
H 5.22 -0.94 1.42
C 2.53 -0.73 1.90
N 1.23 -0.86 1.32
C 0.06 -0.42 1.85
C -0.99 -0.66 1.00
C -0.43 -1.34 -0.14
C -0.97 -1.93 -1.28
C -0.12 -2.54 -2.17
C 1.26 -2.58 -1.95
C 1.82 -2.04 -0.81
C 0.96 -1.43 0.10
H 2.88 -2.09 -0.63
H 1.90 -3.06 -2.68
H -0.52 -3.00 -3.06
H -2.04 -1.93 -1.45
C -2.38 -0.36 1.30
N -3.18 0.14 0.34
C -4.57 0.39 0.65
C -5.31 0.81 -0.61
H -5.28 -0.02 -1.34
O -4.79 1.99 -1.19
C -3.40 2.15 -0.99
H -3.02 2.69 -1.86
C -2.68 0.81 -0.85
H -1.61 0.96 -0.76
H -2.87 0.20 -1.74
H -3.22 2.76 -0.09
H -6.36 1.01 -0.38
H -4.65 1.18 1.42
H -5.01 -0.52 1.07
S -2.96 -0.65 2.83
H 0.03 0.06 2.81
H 3.01 -1.71 1.97
H 2.41 -0.33 2.91
H 1.83 1.54 0.58
H 3.27 3.05 -0.73
H 5.70 2.56 -0.96
```

The calculation puts the molecular weight at 354.45 g/mol. Its SMILES is Fc1cccc(Cn2cc(C(=S)N3CCOCC3)c3ccccc32)c1. Its HOMO-LUMO gap is 8.21 eV. The calculation puts the strongest force on any atom at 0.7 eV/A.

***

[4]
Computed, not measured: a single C20H19N3 molecule at a distorted geometry, with wB97M-V/def2-TZVPD.

Geometry as XYZ:
```
42
C20H19N3, DFT wB97M-V/def2-TZVPD
C 1.86 -3.07 2.22
C 1.68 -1.61 2.10
N 2.69 -0.70 2.28
C 4.10 -1.03 2.34
C 2.18 0.60 2.25
C 0.78 0.46 2.01
C -0.02 1.59 1.77
C 0.58 2.85 1.67
C 1.98 2.94 1.86
C 2.82 1.83 2.11
C 0.51 -0.92 1.80
C -0.77 -1.36 1.26
C -2.04 -0.83 1.89
C -2.16 0.03 3.02
C -3.43 0.60 3.24
C -4.53 0.26 2.44
C -4.43 -0.76 1.48
C -3.20 -1.39 1.31
H 0.87 -3.54 2.29
H 2.44 -3.49 1.41
H 2.43 -3.34 3.13
H 4.68 -0.09 2.30
H 4.36 -1.55 3.26
H 4.40 -1.64 1.48
H -1.11 1.47 1.70
H -0.01 3.73 1.43
H 2.45 3.94 1.80
H 3.91 1.88 2.15
H -0.84 -2.37 0.95
H -1.37 0.25 3.75
H -3.62 1.32 4.05
H -5.51 0.74 2.54
H -5.23 -1.11 0.83
H -3.06 -2.29 0.72
N -0.32 -0.90 -2.57
C -1.51 -0.21 -2.42
C -1.85 -0.18 -1.07
N -0.94 -0.96 -0.39
C -0.01 -1.33 -1.31
H -2.05 0.23 -3.27
H -2.67 0.38 -0.66
H 0.90 -1.92 -1.10
```

The calculation puts the molecular weight at 301.39 g/mol. Its SMILES is Cc1c([C@@H](c2ccccc2)n2ccnc2)c2ccccc2n1C. Its HOMO-LUMO gap is 8.34 eV. The calculation puts the strongest force on any atom at 2.6 eV/A.

***

[5]
Computed, not measured: a single C20H19N3O4 molecule at a distorted geometry, with wB97M-V/def2-TZVPD.

Geometry as XYZ:
```
46
C20H19N3O4, DFT wB97M-V/def2-TZVPD
C 9.80 -1.86 0.52
C 9.19 -0.51 0.19
H 9.49 -0.17 -0.81
H 9.49 0.25 0.91
O 7.77 -0.64 0.22
C 7.07 0.47 -0.04
O 7.59 1.53 -0.29
C 5.61 0.25 0.01
C 4.76 1.33 -0.26
C 3.39 1.18 -0.23
C 2.84 -0.07 0.07
C 3.69 -1.15 0.34
C 5.06 -0.99 0.31
H 5.71 -1.83 0.51
H 3.26 -2.11 0.57
N 1.47 -0.30 0.11
C 0.44 0.57 -0.13
O 0.57 1.73 -0.43
C -0.92 -0.11 0.00
H -0.99 -0.60 0.98
H -1.00 -0.88 -0.77
C -2.05 0.90 -0.17
C -3.37 0.25 -0.27
N -4.51 0.70 0.16
C -5.39 -0.28 -0.20
N -4.81 -1.28 -0.82
O -3.49 -0.95 -0.87
C -6.82 -0.20 0.07
C -7.33 0.92 0.73
C -8.68 1.00 0.99
C -9.53 -0.03 0.59
C -9.02 -1.14 -0.07
C -7.67 -1.23 -0.33
H -7.25 -2.08 -0.84
H -9.68 -1.93 -0.37
H -10.59 0.04 0.80
H -9.08 1.86 1.50
H -6.65 1.70 1.03
H -2.07 1.61 0.65
H -1.87 1.48 -1.09
H 1.21 -1.25 0.34
H 2.74 2.01 -0.43
H 5.21 2.29 -0.49
H 9.49 -2.18 1.50
H 9.48 -2.60 -0.21
H 10.89 -1.78 0.50
```

The calculation puts the molecular weight at 365.39 g/mol. Its SMILES is CCOC(=O)c1ccc(NC(=O)CCc2nc(-c3ccccc3)no2)cc1. Its HOMO-LUMO gap is 9.36 eV. The calculation puts the strongest force on any atom at 1.2 eV/A.